C4H5ClS2 | ωB97M-V/def2-TZVPD

Geometry as XYZ:
```
12
C4H5ClS2, DFT ωB97M-V/def2-TZVPD
H 1.229 -1.287 -0.860
Cl -3.345 -0.088 0.477
H 0.469 -0.230 -2.347
C 0.441 -0.555 -1.284
S -1.287 -1.312 -1.086
C 0.771 0.277 1.197
S 0.652 2.131 -0.673
H 1.630 0.645 1.723
C 0.664 0.607 -0.241
H 0.667 -0.773 1.397
H -0.142 0.747 1.684
C -1.749 -0.163 0.012
```

Calculated values
multiplicity = 1
gap between HOMO and LUMO = 0.29890 Eh
HOMO = -0.30956 hartree
E = -1411.8457 hartree

---

C4H6N2 | ωB97M-V/def2-TZVPD

Geometry as XYZ:
```
12
C4H6N2, DFT ωB97M-V/def2-TZVPD
H -1.009 1.568 0.170
C 0.646 1.399 -0.201
H 0.129 -1.796 0.506
C -1.438 -0.512 -0.030
H 2.623 -0.537 -0.718
N -0.127 -0.905 0.106
H 2.742 0.369 0.635
H -2.691 1.183 -0.441
H -2.175 -1.308 -0.092
N 2.189 -0.341 0.178
C 0.837 0.089 0.036
C -1.727 0.793 -0.148
```

Calculated values
multiplicity = 1
gap between HOMO and LUMO = 0.32198 Eh
HOMO = -0.31116 hartree
E = -265.3614 hartree

---

C11H42NO11 | ωB97M-V/def2-TZVPD

Geometry as XYZ:
```
65
C11H42NO11, DFT ωB97M-V/def2-TZVPD
H 4.804 -2.556 -0.796
H -2.087 -0.676 0.589
H -4.368 -3.821 -0.356
H -7.984 4.419 1.141
H 3.605 -0.996 2.213
O 5.955 -0.709 -0.781
H 0.959 -1.538 4.545
O 7.032 -2.798 -2.637
C 3.321 -0.385 1.358
H 4.206 -1.483 -2.987
H 1.970 1.065 -0.448
O -4.017 1.487 0.984
H -5.247 -2.584 -0.264
C 1.476 1.163 0.523
H 3.565 -0.942 0.453
H -3.997 0.357 -3.532
H -6.059 1.868 0.878
H -0.216 1.289 -1.844
H 6.242 -3.324 -2.810
H 0.569 4.203 1.620
H 6.993 -5.446 0.638
H 4.911 -3.946 -0.199
H -2.499 1.798 -0.649
C -0.646 0.754 -0.994
C -0.054 1.276 0.317
H -0.548 0.706 1.129
H -5.100 2.934 1.915
N 0.638 3.272 1.227
H -4.262 -0.512 1.443
H -5.157 2.950 -2.278
O 1.497 -2.113 3.992
H -1.337 3.141 0.673
O 4.618 -3.482 -0.997
H 1.248 -0.897 1.095
H 5.922 0.126 -1.260
C -2.171 0.819 -1.000
H 1.538 0.194 2.430
H -6.655 5.142 1.284
H 5.945 -5.361 1.750
H 2.582 3.095 0.502
H 3.957 0.505 1.353
O 6.357 -4.850 1.046
O 4.609 -0.825 -3.562
H -2.537 0.745 -2.019
C -4.087 0.127 0.571
C 1.910 2.514 1.133
H 0.918 -2.856 3.791
H -3.055 -1.126 -0.789
H 2.362 2.421 2.121
H -4.840 1.767 -1.371
C 1.841 -0.031 1.402
O -4.640 -3.125 0.251
O -4.900 2.023 -2.298
C -2.803 -0.286 -0.141
H 6.659 -2.061 -2.138
C -5.229 1.906 1.590
O -7.151 4.576 0.685
H -4.958 0.001 -0.092
O -3.494 -0.438 -3.761
H 6.871 -0.817 -0.500
H -5.472 1.274 2.451
H -0.309 -0.284 -1.082
C -0.366 2.660 0.721
H 5.304 -1.308 -4.025
H -4.140 -1.000 -4.202
```

Calculated values
multiplicity = 1
gap between HOMO and LUMO = 0.32425 Eh
net charge = +1
HOMO = -0.45687 hartree
E = -1326.4650 hartree

---

C4H7NO | ωB97M-V/def2-TZVPD

Geometry as XYZ:
```
13
C4H7NO, DFT ωB97M-V/def2-TZVPD
H 2.992 -1.399 1.095
H -2.227 1.388 0.717
N 1.351 -0.463 0.082
H 3.178 -0.604 -0.634
C -2.668 0.493 0.065
C 2.767 -0.447 0.323
C 0.589 0.418 -0.260
C -1.651 -0.334 -0.487
O -2.322 -0.718 0.608
H -1.696 -0.837 -1.398
H 0.314 1.379 -0.644
H -3.690 0.640 -0.360
H 3.064 0.484 0.893
```

Calculated values
multiplicity = 1
gap between HOMO and LUMO (alpha / beta) = 0.29270 / 0.29271 Eh
HOMO (alpha / beta) = -0.26321 / -0.26325 hartree
E = -286.3707 hartree

---

C27H46BrNOP2PtS | ωB97M-V/def2-TZVPD

Geometry as XYZ:
```
80
C27H46BrNOP2PtS, DFT ωB97M-V/def2-TZVPD
H 0.326 -2.119 -4.622
H 3.253 -0.469 -4.210
C 4.312 -2.024 -3.174
H -2.431 -3.624 0.037
H -0.986 1.664 -4.268
C 0.773 4.283 -1.607
C -3.675 1.959 -5.316
H -5.941 4.830 -4.121
S -0.897 0.792 2.963
H -0.334 -0.175 5.093
C 3.243 1.050 -1.867
C -3.279 -1.227 -1.266
H 1.731 -1.041 0.117
H -0.791 -1.701 0.321
H 2.255 -2.433 -0.897
O -1.342 0.113 1.708
H 1.101 -3.620 -2.633
H 2.885 1.463 -0.912
H -2.969 -3.070 -2.437
H 4.119 -0.435 0.557
H 5.122 -1.373 -2.838
Pt -0.105 -0.023 -2.490
H -2.725 2.166 3.572
N -5.370 3.619 -5.711
H 5.176 1.940 -1.566
C 2.491 -1.399 -0.596
H -0.695 -1.426 3.838
C -2.548 -2.051 -2.347
H -2.637 -1.533 -3.319
H 2.960 1.759 -2.656
H -0.422 -4.493 -2.780
P 2.101 -0.404 -2.129
H -4.439 3.736 -2.492
H 4.656 -1.803 -0.493
H 0.527 -2.774 -0.070
P -0.710 -2.150 -2.049
H -2.604 -0.857 -0.483
H -1.109 -4.669 -0.528
H -3.105 0.409 3.776
C 0.069 -3.530 -3.005
H 0.872 -0.536 3.829
C 0.502 3.155 -2.411
C -3.617 2.262 -3.931
Br 0.185 6.109 0.488
C -0.533 -2.589 -0.277
C -0.007 4.547 -0.448
H 5.163 0.236 -1.111
H -0.950 -3.325 -4.918
C -0.529 2.239 -2.057
C 3.841 -1.411 0.134
C 3.028 -1.269 -3.491
H 4.655 -2.506 -4.096
C 4.779 0.955 -1.843
C -1.317 1.405 -3.232
H -1.400 3.694 0.952
C -2.359 1.198 3.936
H -3.752 -0.364 -1.759
H 3.745 -2.092 0.995
H -3.044 1.169 -5.722
H 0.762 -3.797 -5.040
H 1.518 5.016 -1.875
C -4.452 3.351 -3.515
H 2.320 -1.948 -3.981
C -5.295 3.993 -4.432
H -4.672 2.369 -7.207
H 1.039 2.941 -3.344
C -1.143 2.400 -0.766
C -4.580 2.637 -6.147
H -4.085 -1.818 -0.791
H -2.085 1.276 4.988
H 5.222 0.728 -2.822
C 0.044 -3.170 -4.485
H 4.180 -2.824 -2.436
C -2.722 1.536 -3.023
H -1.121 -4.080 1.141
C -1.355 -3.811 0.107
C -0.887 3.536 -0.001
C -0.200 -0.471 4.048
H -1.741 1.570 -0.360
H -3.082 1.484 -1.991
```

Calculated values
multiplicity = 5
gap between HOMO and LUMO (alpha / beta) = 0.22229 / 0.16235 Eh
net charge = +4
HOMO (alpha / beta) = -0.66512 / -0.71311 hartree
E = -4958.9166 hartree

---

C25H45NOP2Sm | ωB97M-V/def2-TZVPD

Geometry as XYZ:
```
75
C25H45NOP2Sm, DFT ωB97M-V/def2-TZVPD
H 1.203 -0.684 3.765
H 2.121 4.866 0.578
Sm 0.122 0.340 -0.122
H -0.178 1.000 -3.908
C 0.800 -3.353 -0.020
C 2.431 -1.841 -2.109
C -1.981 1.917 2.696
H -1.539 1.139 3.345
C -3.599 -0.014 1.195
H -3.212 2.122 -1.000
H 2.320 -2.605 -2.900
P -2.227 1.185 1.026
C -1.145 -1.911 -1.068
H 3.064 -1.026 -2.497
H 3.035 2.344 2.027
H -0.363 2.517 -2.023
H 0.724 3.018 0.274
C 0.234 -2.238 -0.833
C 0.944 3.587 -0.654
H 4.171 2.180 -1.058
C 2.006 4.645 -0.498
H -3.018 2.166 2.957
H 4.427 -0.262 1.542
H 2.143 3.192 -4.675
O -1.962 -3.302 2.535
C 0.362 0.045 -3.764
H 1.440 2.083 2.890
C 1.046 -1.435 -1.730
C 3.563 2.878 -1.648
H -3.259 -0.886 1.767
H 0.108 3.838 -3.907
H -3.284 -2.160 -0.859
H -2.386 3.399 0.017
H 1.717 -2.079 2.674
C -1.191 -0.771 -1.983
H -4.318 0.591 1.758
C -2.345 -2.680 -0.703
C -2.442 -0.209 -2.551
H 0.133 -3.662 0.783
H 3.739 -0.518 -0.151
H 4.165 4.393 -0.259
P 2.165 0.099 1.672
H -3.314 -0.219 -1.878
H -2.326 0.822 -2.896
H 3.505 -1.795 1.135
H -0.074 -0.698 -4.472
C 3.018 2.550 -2.816
C -3.046 2.511 0.026
H -2.706 -0.813 -3.428
H 2.980 -2.320 -1.279
H 0.947 -4.246 -0.645
C 0.391 3.314 -1.861
C 3.416 4.272 -1.063
C 0.157 -0.535 -2.433
C 2.256 3.568 -3.643
C 0.850 4.011 -3.109
H 3.019 -1.009 3.472
N -0.854 -1.290 1.665
H 1.759 -3.135 0.487
H 3.665 5.015 -1.843
H 1.693 5.602 -0.966
H 1.422 0.220 -3.989
H -1.314 2.795 2.603
H -3.933 -0.317 0.188
H 3.106 1.549 -3.249
C 2.433 1.652 2.641
H 0.872 5.111 -2.967
C 3.638 -0.716 0.932
H -2.454 -2.868 0.330
C 1.983 -1.084 3.088
H 2.924 1.248 3.538
C -1.383 -2.313 2.150
H -3.977 2.634 0.600
H -2.264 -3.708 -1.053
H 2.872 4.482 -3.703
```

Calculated values
multiplicity = 6
gap between HOMO and LUMO (alpha / beta) = 0.27793 / 0.28919 Eh
net charge = +1
HOMO (alpha / beta) = -0.38461 / -0.38443 hartree
E = -2449.9849 hartree

---

C8H11N4O3 | ωB97M-V/def2-TZVPD

Geometry as XYZ:
```
26
C8H11N4O3, DFT ωB97M-V/def2-TZVPD
C 1.150 1.336 -0.377
H -0.655 -2.642 -2.245
H -0.795 -3.225 0.656
H -1.834 -2.100 -1.183
H 0.475 -3.798 -0.439
C 1.051 -0.778 -1.605
H -0.072 3.182 2.232
C -0.572 -3.511 -0.370
C -0.058 -1.172 -0.932
C -0.824 2.401 2.317
N -0.841 -2.365 -1.272
H -0.558 1.727 3.139
O 1.634 3.163 0.867
H 0.770 0.463 1.551
N 1.729 2.655 -0.225
C -0.619 -0.303 0.039
H -1.195 -4.359 -0.645
O 2.279 3.123 -1.189
N -1.877 -0.179 0.305
C 1.580 0.537 -1.374
N -0.890 1.715 1.057
C 0.192 0.823 0.670
H 2.325 0.916 -2.059
H 1.497 -1.382 -2.379
H -1.795 2.851 2.502
O -2.098 0.922 0.960
```

Calculated values
multiplicity = 1
structure (SMILES) = C[NH2+]C1=CC=C([N+](=O)[O-])[C@@H]2C1=NON2C
gap between HOMO and LUMO = 0.26569 Eh
net charge = +1
HOMO = -0.45019 hartree
E = -755.6912 hartree

---

C2HNO3S | ωB97M-V/def2-TZVPD

Geometry as XYZ:
```
8
C2HNO3S, DFT ωB97M-V/def2-TZVPD
O 1.030 0.373 -1.376
C 1.361 -0.309 -0.492
O -0.597 -0.548 0.672
O 0.768 -0.892 0.460
C 3.897 0.236 0.522
H -0.830 -0.115 -0.130
S 3.316 -0.973 -0.435
N 4.399 1.138 1.010
```

Calculated values
multiplicity = 1
structure (SMILES) = N#CSC(=O)OO
gap between HOMO and LUMO = 0.35087 Eh
HOMO = -0.37823 hartree
E = -755.3374 hartree

---

C24H32BiN3O8P2 | ωB97M-V/def2-TZVPD

Geometry as XYZ:
```
70
C24H32BiN3O8P2, DFT ωB97M-V/def2-TZVPD
O -0.915 -0.303 2.093
H 1.740 -5.530 -0.325
H -1.666 -5.133 2.308
O 0.076 -2.934 -5.291
C -0.013 -2.736 0.540
H 2.553 3.081 1.336
C -0.892 -1.115 6.151
H -3.975 -0.042 -2.820
C 0.967 -3.520 -0.057
C -2.169 1.934 -1.718
C -1.604 1.419 5.194
H 0.815 -2.640 -4.734
Bi -0.160 -0.390 -0.004
H 2.656 -0.872 2.843
C 0.984 -4.913 0.167
C 0.738 3.013 0.170
O -0.096 2.296 -5.598
H -0.617 -1.643 4.058
H -1.679 -2.691 1.930
H 1.445 5.003 0.481
C 2.500 0.217 2.828
H -3.391 1.381 1.176
C -0.937 -3.299 1.408
O -0.076 -3.251 5.792
H -0.461 1.972 -6.419
H 1.736 -1.082 -1.769
O -2.421 3.277 7.024
C -1.651 1.142 6.577
C -3.400 -0.665 -2.124
C -0.046 4.906 -1.110
N -0.446 -2.398 6.631
C -1.052 2.707 -1.330
H 3.639 1.417 -0.642
C -0.952 4.067 -1.731
H 0.022 -6.585 1.158
C -1.219 0.423 4.285
H -1.652 4.418 -2.485
O -2.138 1.898 8.710
C 0.026 -5.503 1.002
C 1.628 2.484 1.285
H 1.114 2.611 2.253
N -2.094 2.164 7.489
H 4.139 -0.140 0.108
C -0.885 -0.860 4.762
H -1.282 -0.322 8.129
C 3.742 0.866 0.304
P -2.599 0.426 -0.916
H -1.877 2.404 4.829
C -1.177 0.759 2.820
H -2.649 -1.237 -2.684
H -4.066 -1.365 -1.604
H -2.868 2.401 -2.425
H 1.720 -3.074 -0.711
C -0.926 -4.694 1.636
H 1.680 0.472 3.516
H 3.424 0.717 3.157
H 0.014 5.960 -1.374
O -0.430 -2.604 7.862
H 0.864 2.170 -5.689
H 1.725 -0.794 -1.078
P 2.120 0.718 1.118
C 0.767 4.383 -0.101
H -4.110 -0.238 0.848
H 4.435 1.407 0.967
H -0.704 -2.609 -4.839
H -4.704 1.215 -0.041
C -3.822 0.727 0.403
C -1.281 -0.121 7.061
O -1.366 1.905 2.405
N -0.075 2.184 -0.493
```

Calculated values
multiplicity = 1
gap between HOMO and LUMO = 0.18368 Eh
HOMO = -0.23652 hartree
E = -2596.9466 hartree

---

C3H4N2O2 | ωB97M-V/def2-TZVPD

Geometry as XYZ:
```
11
C3H4N2O2, DFT ωB97M-V/def2-TZVPD
O 1.087 -1.891 -0.559
N -0.845 0.958 -0.378
H -0.466 -0.183 2.289
H 1.188 -0.555 1.723
C -0.805 0.658 -1.619
C 0.385 -0.926 -0.696
H -1.236 1.228 -2.428
C 0.322 0.095 1.586
H 0.609 1.136 1.750
N -0.117 -0.043 0.218
O -0.107 -0.461 -1.911
```

Calculated values
multiplicity = 1
structure (SMILES) = Cn1ncoc1=O
gap between HOMO and LUMO = 0.38105 Eh
HOMO = -0.34808 hartree
E = -376.7036 hartree

---

ClH3N2S | ωB97M-V/def2-TZVPD

Geometry as XYZ:
```
7
ClH3N2S, DFT ωB97M-V/def2-TZVPD
H -1.604 -0.973 0.387
S 0.894 0.593 -0.632
N 0.946 1.694 0.461
Cl 1.773 -1.146 0.043
H -1.135 -1.267 -1.150
N -1.486 -0.548 -0.532
H 0.613 1.647 1.422
```

Calculated values
multiplicity = 1
gap between HOMO and LUMO (alpha / beta) = 0.33840 / 0.29687 Eh
HOMO (alpha / beta) = -0.38378 / -0.32589 hartree
E = -969.5617 hartree

---

C4H15N2O | ωB97M-V/def2-TZVPD

Geometry as XYZ:
```
22
C4H15N2O, DFT ωB97M-V/def2-TZVPD
C 1.592 0.066 -0.601
H -1.652 0.404 0.098
N -0.817 -0.206 -0.038
H 2.264 -0.133 2.688
N 1.624 -0.492 0.758
O -3.302 1.030 -0.320
H 1.904 -0.716 -1.299
C -1.229 -1.456 -0.683
H -3.788 1.617 0.269
H -1.607 -1.265 -1.683
H 2.267 0.914 -0.720
H 2.168 -1.340 0.715
H -0.383 -2.120 -0.766
H -1.966 -1.998 -0.090
H 1.623 1.297 1.877
H 0.111 1.581 -0.459
C 2.256 0.412 1.743
C 0.171 0.572 -0.852
H 3.250 0.702 1.396
H -0.351 -0.369 0.854
H -3.906 0.788 -1.029
H -0.229 0.711 -1.858
```

Calculated values
multiplicity = 1
gap between HOMO and LUMO = 0.39569 Eh
net charge = +1
HOMO = -0.49644 hartree
E = -345.9154 hartree